Record 1
{
  "formula": "C2H2F5N",
  "method": "ωB97M-V with the def2-TZVPD basis set",
  "smiles": "FC(F)NC(F)(F)F",
  "multiplicity": 1,
  "species": ["C", "C", "N", "F", "F", "F", "F", "F", "H", "H"],
  "positions_angstrom": [[0.7357, -0.5586, -0.1053], [-1.6412, 0.0724, 0.1667], [-0.2635, 0.3143, 0.3008], [1.6360, -0.7669, 0.8648], [1.3294, -0.1578, -1.2028], [-2.0247, -0.5997, -0.9285], [-2.3622, 1.1595, 0.1409], [-2.0899, -0.6243, 1.2890], [0.3798, -1.6590, -0.3241], [-0.0798, 0.9260, 1.1856]],
  "forces_ev_per_a": [[-1.7529, -4.7128, -0.0465], [-0.4258, -1.4824, 0.8592], [-0.6496, 2.7013, 2.1034], [0.8865, 0.8497, 0.7068], [1.2381, 0.9941, -1.2422], [1.0273, -0.5168, 0.3676], [-0.1133, 1.5949, 0.3695], [0.1031, 0.0746, -0.9572], [-0.1041, 2.1452, 0.1758], [-0.2092, -1.6478, -2.3363]]
}

Record 2
{
  "formula": "C2H5N3OS",
  "method": "ωB97M-V with the def2-TZVPD basis set",
  "smiles": "NN(C=S)/C=N\\O",
  "multiplicity": 1,
  "species": ["C", "C", "H", "H", "H", "H", "H", "N", "N", "N", "O", "S"],
  "positions_angstrom": [[1.0549, -0.8509, -0.0108], [-0.9521, 0.4357, 0.3834], [0.5298, 2.3155, -0.0363], [1.8975, 1.4025, -0.1212], [0.4355, -1.7282, 0.2456], [-1.0588, 1.3450, 0.9387], [-2.4163, -1.9700, -0.5812], [0.9935, 1.5108, -0.5402], [0.3329, 0.2784, -0.1542], [-1.9576, -0.3455, 0.3041], [-1.5864, -1.4630, -0.4913], [2.7269, -0.9303, 0.0635]],
  "forces_ev_per_a": [[1.0857, -0.3707, 0.9193], [-0.2529, -0.4140, -0.2437], [0.4602, -1.3064, -0.6458], [1.0595, 0.0799, 0.1430], [0.3641, 0.6272, -0.3309], [-0.3742, 0.3735, 0.2506], [0.4858, 0.4314, 0.1394], [-1.4070, 0.1476, 0.8400], [0.0202, 0.6626, -0.2708], [1.0900, -0.3509, -0.6278], [-1.1327, -0.0491, 0.2613], [-1.3987, 0.1689, -0.4347]]
}

Per-record E_HOMO, hartree: -0.4244 -0.3214
Per-record LUMO level, eV: 0.87 0.24